(1)
Here is a 2-piece molecular cluster, C4H6N2 overall in a non-equilibrium geometry from the Open Molecules 2025 dataset. Energies are from wB97M-V/def2-TZVPD.

Lowest unoccupied orbital energy: -9.92 eV
HOMO: -19.895 eV
DFT total energy: -7201.5837 eV
Relative energy (zero: lowest compared OMol25 entry of this formula, charge and spin): 290.8 kJ/mol
Total charge: +2
Orbital gap: 9.98 eV

```
12
Properties=species:S:1:pos:R:3:forces:R:3:lowdin_charge:R:1
C 0.289516 -0.658516 -1.978074 -1.41 -0.81 -0.99 0.302
C 0.276136 0.085248 1.338801 1.20 -0.39 0.65 -0.031
C 1.287787 -0.249745 2.037016 2.41 -1.25 3.09 0.197
C -1.415374 1.342593 0.164472 1.30 -1.40 1.51 0.237
N -0.241149 -1.434544 -2.632298 2.14 2.79 2.39 0.398
N -0.493992 0.591219 0.551474 -0.30 0.38 -0.16 0.089
H 0.576396 0.144612 -1.294718 0.29 -0.47 -0.56 0.130
H 2.307061 -0.687626 1.830336 -1.18 0.58 -1.07 0.151
H 1.382728 -0.269982 3.189362 -1.24 0.37 -1.53 0.174
H -2.113270 1.652901 0.827241 -2.22 1.05 2.25 0.116
H -1.481845 1.652998 -0.779282 -0.22 1.01 -3.97 0.087
H -0.373992 -2.169158 -3.254330 -0.77 -1.86 -1.61 0.152
```
Positions in Å, forces in eV/Å.

***

(2)
Here is C2HClNO3 as an isolated structure in a non-equilibrium geometry from the Open Molecules 2025 dataset. Energies are from wB97M-V/def2-TZVPD.

Lowest unoccupied orbital energy: 3.55 eV
HOMO: -4.805 eV
DFT total energy: -22248.2992 eV
Relative energy (zero: lowest compared OMol25 entry of this formula, charge and spin): 64.2 kJ/mol
Total charge: -1
Orbital gap: 8.36 eV

```
8
Properties=species:S:1:pos:R:3:forces:R:3:lowdin_charge:R:1
C 2.237167 0.139286 0.118530 1.54 1.49 0.42 -0.408
C -3.003511 0.471819 0.699232 2.03 1.38 1.68 -0.787
N 1.707363 -0.103562 -0.935519 1.08 0.07 0.49 0.154
O -2.202684 0.981883 1.416464 -1.25 -0.23 -0.13 -0.009
O 2.921632 0.581032 0.984669 -1.13 -0.93 -0.69 0.087
O -4.056842 0.200175 0.293879 -1.07 -0.55 -0.66 0.075
Cl -1.370633 -0.431463 -0.692177 0.18 -0.79 -0.91 -0.059
H 0.981910 -0.770147 -1.034137 -1.37 -0.45 -0.21 -0.053
```
Positions in Å, forces in eV/Å.

***

(3)
Here is a 3-piece molecular cluster, C42H45BrNO4 overall in a non-equilibrium geometry from the Open Molecules 2025 dataset. Energies are from wB97M-V/def2-TZVPD.

Lowest unoccupied orbital energy: -2.95 eV
HOMO: -10.907 eV
DFT total energy: -124001.0019 eV
Total charge: +1
Orbital gap: 7.96 eV

```
93
Properties=species:S:1:pos:R:3:forces:R:3:lowdin_charge:R:1
C 9.307279 -2.948146 -0.484067 -0.24 0.50 -0.82 -0.110
C 9.189098 -2.176060 -1.847664 0.03 -0.78 0.04 -0.251
C 8.561513 -3.182409 -2.882342 -0.45 0.50 1.01 -0.206
C 6.989857 -3.183682 -2.800425 0.39 -0.61 -0.24 -0.215
C 6.415949 -4.640676 -2.661985 -0.56 1.04 -0.60 -0.177
C 4.833401 -4.605614 -2.677975 0.55 0.48 0.50 -0.153
C 4.223805 -4.849949 -1.257996 -0.20 -0.10 0.35 -0.305
C 2.838562 -5.579005 -1.259378 0.42 0.01 -0.79 -0.104
C 1.614976 -4.646657 -1.660193 0.66 -1.99 1.18 -0.128
N 2.028410 -3.243639 -1.925425 -0.43 0.27 -0.28 -0.120
C 0.904078 -2.279747 -2.153667 -0.60 1.79 -0.92 -0.629
Br -0.655278 -3.028969 -3.088582 0.59 -0.10 0.46 0.800
C 1.390640 -1.014595 -2.980820 -0.35 0.04 0.11 -0.241
C 1.588763 0.267006 -2.092422 1.34 -0.75 -0.21 -0.075
C 2.859020 -2.656012 -0.821915 1.69 0.45 0.80 -0.080
C 4.079105 -3.546059 -0.413542 -0.20 -0.74 0.58 -0.104
H 9.692009 -2.321067 0.338605 -0.20 -0.33 -0.35 0.070
H 9.968984 -3.824791 -0.640616 -0.39 0.49 0.29 0.077
H 8.279298 -3.301047 -0.242290 0.70 0.06 0.16 0.062
H 10.173874 -1.829514 -2.213198 -0.40 -0.21 0.31 0.101
H 8.547884 -1.279177 -1.736734 0.30 -0.42 -0.08 0.098
H 8.899638 -4.194706 -2.567902 0.02 0.56 -0.57 0.100
H 8.895983 -2.958231 -3.909721 -0.16 -0.25 0.45 0.108
H 6.613992 -2.724027 -3.741672 -0.05 -0.31 0.61 0.112
H 6.606529 -2.567252 -1.956970 0.40 -0.25 -0.40 0.092
H 6.781910 -5.120658 -1.734691 -0.08 0.20 -0.49 0.110
H 6.781184 -5.202813 -3.540319 -0.15 0.02 0.54 0.116
H 4.449300 -5.311512 -3.439465 0.01 0.36 0.47 0.119
H 4.585658 -3.552112 -2.968791 -0.06 -0.76 -0.21 0.097
H 4.932052 -5.502423 -0.702560 -0.48 0.32 -0.35 0.141
H 2.912201 -6.391255 -2.015215 -0.16 0.49 0.45 0.118
H 2.637264 -6.102392 -0.302913 0.11 0.65 -0.39 0.126
H 1.173444 -5.129215 -2.549058 -0.15 0.93 0.45 0.109
H 0.923198 -4.645197 -0.797601 0.03 0.23 -0.72 0.143
H 2.568301 -3.257403 -2.799778 0.13 0.05 0.29 0.161
H 0.551144 -1.893258 -1.180859 0.12 -0.76 -0.40 0.076
H 2.316670 -1.254208 -3.553015 -0.48 0.07 0.42 0.119
H 0.625274 -0.810481 -3.753406 0.42 -0.17 0.52 0.079
H 2.682571 0.359797 -1.898282 -0.71 0.15 0.01 0.075
H 1.117211 0.160717 -1.099540 -0.11 0.33 -0.61 0.060
H 1.300723 1.183653 -2.629489 -0.17 -0.45 0.40 0.087
H 2.232992 -2.457880 0.069028 -0.06 -0.37 -0.71 0.145
H 3.261092 -1.666138 -1.119556 -0.61 -0.61 -0.29 0.130
H 3.896886 -3.874163 0.634145 0.14 0.21 -0.61 0.129
H 5.017538 -2.960214 -0.374545 -0.57 -0.23 -0.28 0.115
C -0.048038 1.238826 7.553530 -0.03 0.02 -0.12 -0.047
C -0.614975 2.502766 7.416184 -0.01 -0.08 -0.12 -0.045
C -1.136383 2.903045 6.194535 0.04 0.02 0.17 0.008
C -1.082289 2.043673 5.100743 0.10 -0.07 0.15 -0.082
C -0.492164 0.784443 5.232704 -0.02 0.11 0.12 -0.085
C 0.014592 0.380936 6.465185 0.03 0.07 0.16 0.004
C -0.383404 -0.123341 4.066522 0.28 -0.55 0.26 -0.279
O 0.126977 -1.222659 4.176072 -0.03 0.12 -0.12 0.100
C -0.901571 0.336890 2.754375 -0.08 0.12 -0.20 -0.079
C -0.757217 -0.480326 1.637518 -0.01 -0.02 -0.30 -0.008
C -1.248033 -0.067606 0.407731 0.05 0.07 0.25 -0.080
C -1.894068 1.159377 0.287195 0.03 0.02 0.05 -0.039
C -2.036211 1.979391 1.396342 0.06 -0.10 -0.14 0.021
C -1.531930 1.574513 2.631490 0.01 -0.18 -0.27 -0.065
C -1.658390 2.475259 3.805563 -0.27 0.60 0.11 -0.263
O -2.219749 3.549430 3.702983 0.10 -0.18 -0.06 0.105
H 0.350144 0.925074 8.510244 -0.01 0.01 -0.03 0.111
H -0.651856 3.175228 8.263866 -0.01 -0.02 -0.03 0.112
H -1.581191 3.884365 6.092636 -0.03 -0.07 -0.13 0.124
H 0.460620 -0.598929 6.574350 -0.03 0.01 -0.14 0.121
H -0.258446 -1.437962 1.727712 -0.04 0.04 0.21 0.111
H -1.127201 -0.705830 -0.458770 -0.15 -0.01 -0.05 0.082
H -2.283423 1.477198 -0.672380 -0.01 0.00 0.04 0.114
H -2.535342 2.934206 1.297239 0.08 -0.10 0.10 0.092
C -4.148454 5.892402 0.487731 -0.15 -0.07 -0.07 -0.048
C -4.266152 4.805625 1.350895 -0.07 0.06 -0.08 -0.069
C -5.401924 4.009598 1.314951 0.20 0.06 0.03 0.006
C -6.430460 4.303681 0.423798 0.17 0.16 0.00 -0.082
C -6.322361 5.406845 -0.424149 0.18 -0.07 0.16 -0.083
C -5.173538 6.193786 -0.397259 0.18 0.01 0.10 0.002
C -7.429995 5.762395 -1.345738 0.02 0.52 -0.41 -0.280
O -7.333898 6.720651 -2.087592 0.01 -0.12 0.09 0.107
C -8.658302 4.931121 -1.337915 -0.20 -0.13 0.03 -0.084
C -9.729637 5.283078 -2.154772 -0.18 -0.06 -0.05 0.003
C -10.878338 4.505171 -2.164995 0.13 -0.01 0.06 -0.053
C -10.958993 3.367542 -1.366639 0.12 0.05 0.02 -0.054
C -9.896700 3.015446 -0.547169 -0.18 0.00 -0.09 0.001
C -8.747146 3.801048 -0.523221 -0.16 0.06 -0.14 -0.085
C -7.631910 3.434213 0.382615 -0.09 -0.53 0.39 -0.281
O -7.701138 2.441918 1.083113 0.04 0.11 -0.10 0.103
H -3.257467 6.508004 0.510211 -0.03 -0.01 0.01 0.109
H -3.470337 4.578905 2.050238 -0.11 0.09 0.05 0.074
H -5.488847 3.162220 1.983583 -0.13 0.00 -0.08 0.123
H -5.081749 7.042297 -1.062890 -0.16 -0.05 -0.02 0.121
H -9.669579 6.164993 -2.779201 0.15 -0.01 0.07 0.121
H -11.712253 4.783698 -2.797122 0.03 0.00 0.02 0.109
H -11.853692 2.757648 -1.380995 0.03 0.02 0.01 0.108
H -9.964259 2.133183 0.075918 0.14 0.07 0.04 0.120
```
Positions in Å, forces in eV/Å.

***

(4)
Here is a 3-piece molecular cluster, C6H7N overall in a non-equilibrium geometry from the Open Molecules 2025 dataset. Energies are from wB97M-V/def2-TZVPD.

Lowest unoccupied orbital energy (spin up / spin down): -0.53 / -0.64 eV
HOMO (spin up / spin down): -8.917 / -9.487 eV
DFT total energy: -7818.3000 eV
Relative energy (zero: lowest compared OMol25 entry of this formula, charge and spin): 708.9 kJ/mol
Orbital gap (spin up / spin down): 8.38 / 8.84 eV

```
14
Properties=species:S:1:pos:R:3:forces:R:3:lowdin_charge:R:1
N -2.752834 -1.663532 -0.227574 2.20 2.19 1.05 0.144
C -1.933874 -0.891726 0.112295 -1.83 -2.22 -1.14 -0.200
C -0.887771 0.064849 0.487619 0.45 0.29 0.08 -0.338
C -0.558553 1.131943 -0.541026 0.37 0.90 0.94 -0.069
C 0.788495 1.311175 -0.572154 -0.64 -0.10 -0.38 -0.097
C 1.426838 0.336312 0.287266 -0.07 -0.64 0.11 -0.148
C 0.492705 -0.466321 0.855098 -0.01 0.91 0.69 -0.165
H -1.250794 0.582174 1.398963 0.12 -0.04 -0.30 0.169
H 0.306885 -1.185373 -1.696758 0.29 -0.66 0.31 0.139
H -1.288426 1.908381 -0.754291 0.01 -0.46 -0.72 0.112
H 1.332596 2.077568 -1.133757 -0.36 -0.28 0.29 0.112
H 2.506334 0.239855 0.361976 -0.25 0.01 0.29 0.107
H 1.223922 -2.339794 -0.302390 -0.50 0.44 -0.76 0.132
H 0.594477 -1.105510 1.724735 0.25 -0.34 -0.47 0.102
```
Positions in Å, forces in eV/Å.

***

(5)
Here is one molecule with the formula C12H12N2O4 from the Open Molecules 2025 dataset. Energies are from wB97M-V/def2-TZVPD.

SMILES string: Nc1ccc2c(c1)C(=O)N(CCCC(=O)O)C2=O
Lowest unoccupied orbital energy: -0.11 eV
HOMO: -8.567 eV
DFT total energy: -23810.9302 eV
Relative energy (zero: lowest compared OMol25 entry of this formula, charge and spin): 0.0 kJ/mol
Orbital gap: 8.46 eV

```
30
Properties=species:S:1:pos:R:3:forces:R:3:lowdin_charge:R:1
N -5.231011 -1.553175 0.332455 -0.35 -0.23 0.00 0.111
C -4.126432 -0.758957 0.240886 0.42 0.18 -0.13 -0.307
C -4.244411 0.634713 0.334231 -0.01 -0.04 0.02 -0.020
C -3.149371 1.467326 0.191572 0.27 -0.10 -0.02 0.006
C -1.913656 0.892764 -0.045504 -0.40 -0.53 0.04 -0.093
C -1.787545 -0.498493 -0.139726 -0.61 0.56 0.16 -0.074
C -2.866408 -1.335175 -0.002445 0.06 0.11 0.02 0.054
H -2.753977 -2.405863 -0.078327 0.03 -0.14 -0.02 0.126
C -0.359807 -0.812115 -0.394913 0.22 -0.17 -0.09 -0.354
O 0.177920 -1.881085 -0.545914 -0.11 -0.04 0.04 0.127
N 0.280232 0.413564 -0.442838 0.33 0.11 -0.09 0.034
C -0.583521 1.490421 -0.235622 0.13 0.11 -0.05 -0.360
O -0.238376 2.646537 -0.232297 -0.03 0.01 0.01 0.123
C 1.701537 0.561888 -0.651541 0.14 0.02 0.14 -0.120
C 2.422291 0.879991 0.660226 0.02 0.01 -0.19 -0.147
H 2.082559 1.853195 1.018322 -0.01 -0.05 0.03 0.116
H 2.164871 0.128200 1.410073 -0.03 0.04 0.02 0.130
C 3.944750 0.914050 0.477264 -0.11 -0.12 0.07 -0.096
C 4.472508 -0.488902 0.303445 0.21 0.10 0.34 -0.547
O 4.807788 -1.219519 1.194927 -0.01 -0.09 0.17 0.111
O 4.510917 -0.858110 -0.983076 -0.04 -0.03 -0.77 0.104
H 4.813375 -1.776758 -1.065299 -0.02 0.11 0.30 0.136
H 4.201477 1.510613 -0.397597 0.05 0.07 0.03 0.124
H 4.405293 1.340884 1.368080 0.06 -0.07 -0.10 0.126
H 2.061523 -0.377491 -1.076832 -0.07 0.16 -0.01 0.120
H 1.861110 1.373103 -1.367550 0.02 -0.11 0.02 0.140
H -3.251664 2.538565 0.265901 -0.02 0.12 0.01 0.123
H -5.220317 1.058637 0.521154 -0.10 0.06 0.01 0.110
H -6.084271 -1.158185 0.686795 0.04 -0.10 0.02 0.098
H -5.103633 -2.543366 0.446552 -0.08 0.06 0.05 0.099
```
Positions in Å, forces in eV/Å.

***

(6)
Here is a 3-piece molecular cluster, C4H14NO2 overall in a non-equilibrium geometry from the Open Molecules 2025 dataset. Energies are from wB97M-V/def2-TZVPD.

Lowest unoccupied orbital energy: -2.93 eV
HOMO: -13.716 eV
DFT total energy: -9952.7951 eV
Relative energy (zero: lowest compared OMol25 entry of this formula, charge and spin): 189.7 kJ/mol
Total charge: +1
Orbital gap: 10.79 eV

```
21
Properties=species:S:1:pos:R:3:forces:R:3:lowdin_charge:R:1
C 2.300029 0.375051 -1.862921 0.23 0.74 -0.32 -0.094
C 2.526542 0.509378 -0.324311 0.93 0.09 0.91 -0.239
C 1.580156 -0.343416 0.484527 0.46 -1.95 -0.59 -0.109
C 0.714517 0.093431 1.403426 1.67 1.02 -1.47 -0.137
N -0.324602 -0.739184 1.977480 -0.61 2.36 -0.07 0.131
H 1.307852 0.535589 -2.353390 0.45 0.31 1.20 0.086
H 2.560590 -0.596806 -2.206541 0.26 -1.22 0.13 0.051
H 3.016416 0.983102 -2.431306 -0.22 0.26 0.43 0.077
H 2.409026 1.489025 0.122872 -0.18 0.76 -0.71 0.091
H 3.631840 0.310895 -0.022423 -1.79 -0.27 -0.84 0.150
H 1.710484 -1.447963 0.197736 -0.88 1.42 0.58 0.148
H 0.787604 1.156104 1.723569 -0.66 -0.94 -0.15 0.144
H -0.135523 -1.674940 1.737619 -0.21 -1.61 -1.02 0.124
H -0.107709 -0.750127 2.967862 -1.04 0.36 0.62 0.154
H -1.388752 -0.294999 1.554444 1.01 -1.40 1.23 0.163
H -3.037162 -0.090967 0.129622 0.15 0.14 -0.01 0.036
H -3.594791 0.097671 1.633525 2.67 -0.45 -1.53 0.164
O -2.736514 -0.063314 1.068673 -2.27 0.43 1.43 -0.053
H -4.491589 -0.143454 -1.895155 0.40 0.12 0.01 0.074
H -3.125690 0.515166 -2.329153 -0.79 -0.62 1.03 0.094
O -3.602731 0.079767 -1.576158 0.42 0.43 -0.87 -0.057
```
Positions in Å, forces in eV/Å.

***

Which of these has the lowest DFT total energy? C42H45BrNO4

***

Please write out number 4 again, unchanged.
Here is a 3-piece molecular cluster, C6H7N overall in a non-equilibrium geometry from the Open Molecules 2025 dataset. Energies are from wB97M-V/def2-TZVPD.

Lowest unoccupied orbital energy (spin up / spin down): -0.53 / -0.64 eV
HOMO (spin up / spin down): -8.917 / -9.487 eV
DFT total energy: -7818.3000 eV
Relative energy (zero: lowest compared OMol25 entry of this formula, charge and spin): 708.9 kJ/mol
Orbital gap (spin up / spin down): 8.38 / 8.84 eV

```
14
Properties=species:S:1:pos:R:3:forces:R:3:lowdin_charge:R:1
N -2.752834 -1.663532 -0.227574 2.20 2.19 1.05 0.144
C -1.933874 -0.891726 0.112295 -1.83 -2.22 -1.14 -0.200
C -0.887771 0.064849 0.487619 0.45 0.29 0.08 -0.338
C -0.558553 1.131943 -0.541026 0.37 0.90 0.94 -0.069
C 0.788495 1.311175 -0.572154 -0.64 -0.10 -0.38 -0.097
C 1.426838 0.336312 0.287266 -0.07 -0.64 0.11 -0.148
C 0.492705 -0.466321 0.855098 -0.01 0.91 0.69 -0.165
H -1.250794 0.582174 1.398963 0.12 -0.04 -0.30 0.169
H 0.306885 -1.185373 -1.696758 0.29 -0.66 0.31 0.139
H -1.288426 1.908381 -0.754291 0.01 -0.46 -0.72 0.112
H 1.332596 2.077568 -1.133757 -0.36 -0.28 0.29 0.112
H 2.506334 0.239855 0.361976 -0.25 0.01 0.29 0.107
H 1.223922 -2.339794 -0.302390 -0.50 0.44 -0.76 0.132
H 0.594477 -1.105510 1.724735 0.25 -0.34 -0.47 0.102
```
Positions in Å, forces in eV/Å.

***

DFT total energy of number 3 (C42H45BrNO4)? -124001.0019 eV

***

Among the records above, which one has the lowest DFT total energy? C42H45BrNO4